# 1
{"formula": "C4H6HgMgO5", "method": "the ωB97M-V functional and the def2-TZVPD basis", "total_charge": -1, "spin_multiplicity": 2, "largest_force_ev_per_a": 7.168, "homo_energy_ha": [-0.047, -0.079], "lumo_energy_ev": [2.44, 2.45], "e_tot_ev": -24100.971, "symbols": ["H", "Hg", "C", "Mg", "C", "H", "O", "O", "C", "O", "H", "O", "H", "H", "C", "O", "H"], "coordinates": [[0.358131, -2.453818, -0.206775], [3.073545, 1.855588, -0.635073], [2.576174, 0.027041, 0.993803], [0.058990, 1.178559, 1.179350], [-1.477986, -0.320398, -0.699007], [1.169594, -0.982339, -1.015473], [-1.652946, 1.736902, 0.559602], [-0.445231, -0.608278, 0.247089], [-2.382645, 0.702451, -0.012547], [1.671855, -1.017606, 1.130273], [-2.003751, -1.253598, -0.950962], [3.495560, -0.047338, 0.086888], [-2.978969, 0.165364, 0.754096], [-1.015738, 0.106566, -1.604663], [0.656808, -1.400923, -0.137129], [1.995113, 1.247779, 1.086015], [-3.098507, 1.064046, -0.775484]], "forces_ev_per_angstrom": [[0.491, 0.204, 0.278], [1.266, 5.066, -4.911], [-0.183, -1.658, -0.674], [0.661, -0.320, -0.785], [0.090, -0.098, -0.343], [-0.230, -0.340, 0.108], [0.199, -0.155, 0.240], [-0.324, 0.248, 0.310], [-0.169, -0.004, 0.117], [-0.592, -0.900, -0.172], [0.016, 0.202, -0.025], [0.205, -3.095, 2.019], [0.041, 0.044, -0.173], [-0.117, -0.097, 0.177], [1.052, 1.224, 0.437], [-2.537, -0.332, 3.239], [0.129, 0.011, 0.160]]}


# 2
{"formula": "C6H10N2O3", "method": "the ωB97M-V functional and the def2-TZVPD basis", "spin_multiplicity": 1, "largest_force_ev_per_a": 4.602, "homo_energy_ha": -0.363, "de_lowest_ev": 4.809, "lumo_energy_ev": -0.15, "e_tot_ev": -15503.198, "symbols": ["O", "H", "O", "H", "H", "C", "N", "C", "H", "N", "C", "H", "H", "H", "C", "H", "H", "C", "H", "O", "C"], "coordinates": [[-2.299005, -1.293739, -1.125976], [4.812714, 0.573216, 0.330460], [-0.787744, -0.672460, 0.466263], [-2.794918, 0.733584, 1.458665], [2.624260, 1.912884, -0.195051], [-3.006303, 0.294714, 0.515963], [1.279452, -1.046024, -0.240144], [2.087611, -0.107539, 0.263026], [-5.317185, 0.025834, 0.429432], [0.173710, -1.505026, -0.158459], [4.412482, 0.648281, -0.630860], [4.523597, -0.333671, -1.226217], [2.504182, 0.843479, -1.697644], [4.712959, 1.480092, -1.293724], [2.832125, 0.885100, -0.621082], [-4.347856, -0.715296, 1.810051], [-4.212454, -1.547727, 0.237604], [-4.375951, -0.539038, 0.723825], [-3.127606, 1.103508, -0.304037], [2.328869, -0.096478, 1.452912], [-2.022932, -0.643690, -0.195003]], "forces_ev_per_angstrom": [[-0.017, -0.843, -1.662], [0.782, 0.191, 1.302], [-0.067, 1.360, 0.133], [1.055, 0.346, 0.474], [0.052, -1.204, -0.478], [-1.917, -0.258, -2.943], [-0.804, -1.988, -1.011], [1.390, 2.943, 1.750], [1.330, -0.952, 0.239], [-0.153, -0.712, -0.975], [-2.926, -1.082, -3.382], [0.322, 1.460, 1.059], [0.083, 0.119, 1.096], [0.717, -0.479, 0.738], [0.234, 0.263, -0.695], [-0.629, -0.060, -0.345], [-0.864, 1.339, 0.277], [1.184, 0.170, -0.060], [-0.047, -0.991, 1.511], [-0.100, -0.420, 0.077], [0.375, 0.798, 2.894]]}


# 3
{"formula": "C2HNO3", "method": "the ωB97M-V functional and the def2-TZVPD basis", "spin_multiplicity": 1, "largest_force_ev_per_a": 4.138, "homo_energy_ha": [-0.333, -0.332], "de_lowest_ev": 5.121, "lumo_energy_ev": [-1.58, -1.54], "e_tot_ev": -9717.308, "symbols": ["O", "C", "N", "H", "O", "C", "O"], "coordinates": [[-0.546721, 0.191662, 1.926776], [-0.661182, 0.143810, -0.599667], [1.191116, -0.258136, 0.497704], [-1.656294, 0.223469, -0.564209], [-0.013087, 0.051934, -1.590804], [0.019656, 0.033095, 0.908025], [1.666512, -0.385834, -0.577827]], "forces_ev_per_angstrom": [[-1.513, 0.362, 2.098], [3.746, -0.439, -0.105], [1.440, -0.286, 0.457], [-4.091, 0.570, 0.253], [-0.663, 0.060, 0.394], [-1.066, 0.180, -1.718], [2.148, -0.447, -1.380]]}